18
Properties=species:S:1:pos:R:3:mulliken_spin:R:1 method="wB97M-V/def2-TZVPD" s_squared=12.0307 multiplicity=7 homo_lumo_gap_ev="5.538 / 5.174" relative_energy_ev=1.738
H 1.0702 0.5819 0.0838 -0.122
C -2.4240 -2.1251 -0.3537 0.001
O -1.3123 -1.3524 -0.7226 0.000
C -0.1220 -1.7596 -0.0899 -0.031
C 1.0031 -0.8512 -0.4728 0.490
H -3.3004 -1.7284 -0.8800 0.000
H -2.2834 -3.1849 -0.6295 -0.001
H -2.6062 -2.0691 0.7346 0.000
H 0.1075 -2.8076 -0.3651 0.033
H -0.2630 -1.7441 1.0110 0.013
H 1.0651 -0.6604 -1.5498 0.003
H 1.9799 -1.2323 -0.1558 -0.001
O 1.7073 2.2340 1.8516 0.121
C 1.2345 2.0754 0.6174 0.529
C 0.9217 3.1233 -0.1833 0.008
O 0.9125 4.3908 0.3269 0.127
Mn 1.7053 4.1259 1.9984 4.834
H 0.6040 2.9839 -1.2214 -0.004